Entry 1:
DFT (ωB97M-V/def2-TZVPD) results for a molecular structure, C46H112Li3N10O14 at a distorted geometry.

XYZ file:
```
185
C46H112Li3N10O14, DFT ωB97M-V/def2-TZVPD
Li -11.3027 31.2748 -29.7906
Li -13.5690 29.9266 -29.4611
Li -15.8026 36.4506 -33.7885
C -12.4997 34.9184 -32.1035
C -13.7838 35.3949 -32.5228
C -15.0062 34.4644 -32.1413
O -16.1195 34.6982 -32.6243
C -14.7884 33.2742 -31.3471
C -13.5121 32.8688 -31.0930
C -12.3341 33.7175 -31.4748
O -11.1653 33.3254 -31.1732
O -13.3259 31.7393 -30.5051
O -13.9938 36.4344 -33.1635
H -11.6398 35.5031 -32.3893
H -15.6703 32.7340 -31.0357
C -8.2394 33.9279 -33.3386
C -7.8121 34.8998 -32.2301
C -6.8270 35.9682 -32.7101
O -5.6493 35.4555 -33.3092
C -4.8168 34.7579 -32.4122
N -9.0372 35.6080 -31.8215
H -7.3870 33.2894 -33.5967
H -8.5706 34.5359 -34.1835
H -9.0494 33.2287 -33.1320
H -7.3995 34.3887 -31.3581
H -6.5327 36.5867 -31.8540
H -7.2868 36.6556 -33.4206
H -5.2374 33.8724 -31.9244
H -4.5452 35.4412 -31.5983
H -3.9165 34.4506 -32.9389
H -9.6908 34.9211 -31.4426
H -9.5405 35.8799 -32.6634
C -16.4727 31.1255 -28.0918
C -15.1908 30.9951 -27.2948
C -15.4106 31.2629 -25.7948
O -14.1383 31.3374 -25.1621
C -14.2904 31.6337 -23.7848
N -14.5860 29.6544 -27.5480
H -16.9318 32.1103 -28.0227
H -17.2547 30.4498 -27.7330
H -16.2435 30.8156 -29.1137
H -14.4316 31.6902 -27.6640
H -15.9461 30.4019 -25.3807
H -15.9996 32.1804 -25.7390
H -14.8236 32.5635 -23.5733
H -13.2794 31.8814 -23.4484
H -14.6322 30.7880 -23.1869
H -14.1796 29.4526 -26.6291
H -15.2912 28.9170 -27.5253
C -15.0597 29.0932 -32.3634
C -15.6868 28.2965 -31.2019
C -16.1862 26.9515 -31.6810
O -16.8367 26.3248 -30.6075
C -17.4592 25.0805 -30.9065
N -14.6747 28.2576 -30.1577
H -14.7922 30.1018 -32.0485
H -15.6724 29.1107 -33.2654
H -14.1449 28.5908 -32.6977
H -16.4994 28.9503 -30.8704
H -15.3894 26.3134 -32.0889
H -16.9508 27.0869 -32.4583
H -16.6851 24.4045 -31.2801
H -18.2145 25.2340 -31.6808
H -17.8987 24.6695 -30.0036
H -15.1642 27.8482 -29.3588
H -14.0581 27.4739 -30.3908
C -13.3611 39.5621 -32.6565
C -12.5362 39.3979 -33.9418
C -11.9766 40.7228 -34.4249
O -11.8868 40.5963 -35.8430
C -11.5648 41.7977 -36.4811
N -11.5407 38.3442 -33.7245
H -12.8994 40.2156 -31.9081
H -13.5095 38.6399 -32.0965
H -14.3222 40.0651 -32.7926
H -13.2257 38.9950 -34.6917
H -10.9575 40.9612 -34.1029
H -12.6190 41.5420 -34.0831
H -12.1811 42.6076 -36.0749
H -11.6856 41.8223 -37.5652
H -10.5041 42.0497 -36.3473
H -11.1374 37.9752 -34.5787
H -12.0916 37.5770 -33.3527
C -14.4523 34.7049 -37.6093
C -14.4384 35.6949 -36.4430
C -14.5940 37.1898 -36.7845
O -13.6203 37.5636 -37.7383
C -13.9126 38.8179 -38.3364
N -15.5764 35.3253 -35.5710
H -13.6295 34.8431 -38.3098
H -15.4050 34.7384 -38.1421
H -14.4033 33.6962 -37.1915
H -13.5688 35.6441 -35.7843
H -14.4082 37.7811 -35.8817
H -15.6370 37.3633 -37.0768
H -14.1310 39.6726 -37.6910
H -14.7477 38.7948 -39.0438
H -13.0412 39.0939 -38.9279
H -15.4313 34.3426 -35.3882
H -16.4578 35.3984 -36.0736
C -11.9917 32.9811 -35.1154
C -12.7576 31.8090 -34.5960
C -13.2820 30.9200 -35.7253
O -14.0270 29.8560 -35.1673
C -14.6739 29.0723 -36.1388
N -11.7520 31.0358 -33.8697
H -12.6630 33.5362 -35.7875
H -11.1093 32.7206 -35.7028
H -11.5988 33.7033 -34.4010
H -13.5845 32.1385 -33.9523
H -12.4765 30.5712 -36.3812
H -13.9309 31.4940 -36.4006
H -15.1902 28.2388 -35.6673
H -13.8745 28.6702 -36.7763
H -15.3408 29.6186 -36.8144
H -11.4029 31.4787 -33.0264
H -12.0881 30.1316 -33.5474
C -13.0104 37.2446 -28.4946
C -11.5309 37.1206 -28.8094
C -11.0116 35.7139 -28.4226
O -11.0212 35.3198 -27.0616
C -10.4010 36.2212 -26.1784
N -11.2675 37.4148 -30.2092
H -13.5816 36.5502 -29.1147
H -13.3546 38.2754 -28.5829
H -13.2563 36.9878 -27.4606
H -10.8901 37.8027 -28.2448
H -9.9953 35.5940 -28.8224
H -11.6456 34.9590 -28.9000
H -10.9379 37.1648 -26.0542
H -9.3872 36.4182 -26.5494
H -10.2896 35.7904 -25.1836
H -10.3429 37.1614 -30.5599
H -11.7896 36.7482 -30.7783
C -7.4650 32.7410 -29.5012
C -8.6743 31.8697 -29.0809
C -9.6122 32.7238 -28.1759
O -10.6829 31.8638 -27.8156
C -11.5344 32.4369 -26.8228
N -9.3406 31.4002 -30.3283
H -6.7403 32.2283 -30.1358
H -6.8966 33.0459 -28.6219
H -7.8873 33.5688 -30.0745
H -8.2464 31.0376 -28.5227
H -9.9568 33.6133 -28.7143
H -9.0518 33.1111 -27.3217
H -10.9433 32.7137 -25.9480
H -12.2742 31.6747 -26.5954
H -12.0220 33.3362 -27.2088
H -8.5956 30.8639 -30.7669
H -9.4084 32.1935 -30.9707
C -19.1289 35.2212 -30.8069
C -20.3307 34.3833 -30.3908
C -19.8910 33.1971 -29.5169
O -21.0238 32.5058 -29.0560
C -20.7093 31.4503 -28.1718
N -21.2894 35.2163 -29.6858
H -19.4627 36.0450 -31.4384
H -18.3960 34.6587 -31.3950
H -18.5311 35.5838 -29.9663
H -20.7382 33.9418 -31.3027
H -19.3775 33.6076 -28.6318
H -19.2005 32.5311 -30.0447
H -20.1484 31.8616 -27.3303
H -20.1175 30.6737 -28.6787
H -21.6039 30.8754 -27.9416
H -20.8310 35.7658 -28.9697
H -21.7455 35.8560 -30.3221
C -16.8275 32.2967 -35.1425
C -18.1686 32.4758 -34.4236
C -18.2833 31.6402 -33.1406
O -19.5333 31.6755 -32.4822
C -20.5700 30.9690 -33.1117
N -18.4635 33.8900 -34.0871
H -16.6803 31.2419 -35.3911
H -16.0626 32.6086 -34.4266
H -16.6926 32.7654 -36.1153
H -18.9588 32.0717 -35.0638
H -17.5210 32.0109 -32.4432
H -17.9493 30.5944 -33.1942
H -21.4808 31.0776 -32.5276
H -20.3557 29.9099 -33.2948
H -20.7776 31.3736 -34.1092
H -19.1257 33.7226 -33.3212
H -17.7247 34.2087 -33.4502
```

Computed properties:
Net charge: +1
M in g mol⁻¹: 1050.28
Spin multiplicity: 1
Frontier orbital gap in eV: 7.3804


Entry 2:
DFT (ωB97M-V/def2-TZVPD) results for a gas-phase ion, C3H6N3O (charge +1) at a distorted geometry.

XYZ file:
```
13
C3H6N3O, DFT ωB97M-V/def2-TZVPD
H -3.4052 1.3616 0.2611
N -2.7541 0.7602 -0.2341
N -1.9711 0.1017 0.3296
C -0.8659 -0.5089 0.1760
O -0.6768 -1.7918 0.2784
C 0.3162 0.3987 -0.1930
C 1.5648 0.2945 0.5669
N 1.3045 -0.6267 -0.5087
H 0.1635 1.2032 -0.9598
H 2.1262 1.1864 0.3042
H 1.7106 -0.1285 1.5399
H 1.8868 -0.6093 -1.3667
H 0.6004 -1.6412 -0.1938
```

Computed properties:
Net charge: +1
M in g mol⁻¹: 100.10
Spin multiplicity: 1
Frontier orbital gap in eV: 9.1549
SMILES: [H]/N=N/C(=O)[C@H]1C[NH2+]1
Energy above the lowest of the compared OMol25 structures with the same formula, charge and spin in kcal/mol: 88.0


Entry 3:
DFT (ωB97M-V/def2-TZVPD) results for a molecular structure, C47H33Cl2N4P2RuSSe2 at a distorted geometry.

XYZ file:
```
92
C47H33Cl2N4P2RuSSe2, DFT ωB97M-V/def2-TZVPD
Ru -2.1078 1.2642 0.0313
C -1.7605 2.0107 4.2664
C -2.7834 1.2160 4.7739
C -3.5924 0.4830 3.9273
C -3.3953 0.5476 2.5454
C -2.3479 1.3358 2.0401
C -1.5408 2.0683 2.8932
C -4.1973 -0.1068 1.5378
C -5.2722 -0.9901 1.7215
C -5.9408 -1.4964 0.6492
C -5.5688 -1.1462 -0.6686
C -6.2155 -1.6232 -1.8197
C -5.7884 -1.2487 -3.0674
C -4.6976 -0.3855 -3.2164
C -4.0364 0.0968 -2.1149
C -4.4624 -0.2675 -0.8169
N -3.8210 0.2201 0.2908
H -1.1321 2.5841 4.9358
H -2.9584 1.1841 5.8418
H -4.3814 -0.1408 4.3311
H -0.7314 2.6740 2.5029
H -5.5586 -1.2686 2.7260
H -6.7674 -2.1813 0.7912
H -7.0582 -2.2954 -1.7141
H -6.2955 -1.6276 -3.9446
H -4.3695 -0.0950 -4.2050
H -3.2051 0.7781 -2.2390
Se 5.1719 2.4204 0.2411
P 4.0804 0.8026 -0.5652
C 4.3751 0.6528 -2.3543
C 5.6924 0.5622 -2.8001
C 5.9597 0.5008 -4.1580
C 4.9194 0.5639 -5.0747
C 3.6114 0.7002 -4.6345
C 3.3357 0.7428 -3.2763
C 4.5690 -0.7079 0.3176
C 4.0562 -0.8385 1.6064
C 4.5731 -1.7947 2.4642
C 5.6108 -2.6134 2.0427
C 6.1044 -2.5002 0.7512
C 5.5881 -1.5495 -0.1148
C 2.2990 1.0114 -0.3685
C 1.0985 0.2829 -0.3045
N 0.1102 1.2223 -0.2366
N 0.6715 2.4167 -0.2700
N 1.9624 2.3201 -0.3545
P 0.5473 -1.4185 -0.1545
Se -1.5124 -1.4996 -0.7535
C 0.7608 -1.8879 1.5809
C 1.5480 -2.9674 1.9684
C 1.6726 -3.2694 3.3155
C 1.0299 -2.4957 4.2707
C 0.2366 -1.4232 3.8807
C 0.0945 -1.1255 2.5377
C 1.4963 -2.5896 -1.1465
C 2.6378 -2.2352 -1.8481
C 3.2815 -3.1634 -2.6489
C 2.7886 -4.4560 -2.7416
C 1.6347 -4.8107 -2.0534
C 0.9810 -3.8822 -1.2640
H 6.4991 0.5600 -2.0779
H 6.9823 0.4097 -4.5004
H 5.1307 0.5221 -6.1354
H 2.8011 0.7702 -5.3483
H 2.3122 0.8411 -2.9363
H 3.2656 -0.1749 1.9377
H 4.1727 -1.8907 3.4644
H 6.0470 -3.3318 2.7250
H 6.9087 -3.1451 0.4211
H 5.9747 -1.4654 -1.1221
H 2.0494 -3.5695 1.2218
H 2.2778 -4.1127 3.6230
H 1.1407 -2.7308 5.3214
H -0.2776 -0.8237 4.6209
H -0.5499 -0.3155 2.2218
H 3.0141 -1.2330 -1.7728
H 4.1639 -2.8715 -3.2044
H 3.3010 -5.1878 -3.3520
H 1.2392 -5.8139 -2.1422
H 0.0648 -4.1370 -0.7446
Cl -1.5489 3.9206 -0.2325
C -2.8827 5.0062 -0.1833
C -2.6447 6.3639 -0.0789
C -3.7174 7.2384 -0.0684
C -5.0117 6.7489 -0.1484
C -5.2337 5.3867 -0.2344
Cl -6.8500 4.7883 -0.3088
C -4.1687 4.4701 -0.2640
S -4.4361 2.7683 -0.4054
H -1.6261 6.7212 -0.0099
H -3.5416 8.3026 0.0052
H -5.8561 7.4245 -0.1453
```

Computed properties:
Net charge: 0
M in g mol⁻¹: 1077.72
Spin multiplicity: 2
Frontier orbital gap (alpha / beta) in eV: 6.2363 / 6.4270
Energy above the lowest of the compared OMol25 structures with the same formula, charge and spin in kcal/mol: 0.0


no.,E (eV)
1,-93694.5021
2,-9714.9131
3,-242967.5846